{"formula": "C3H8N2P", "method": "ωB97M-V with the def2-TZVPD basis set", "charge": 1, "orbital_gap_ev": [5.94, 2.77], "e_lumo_ha": [-0.1883, -0.3050], "multiplicity": 3, "homo_ev": [-11.1, -11.1], "elements": ["C", "C", "C", "N", "N", "P", "H", "H", "H", "H", "H", "H", "H", "H"], "positions_angstrom": [[-2.442259, 0.897406, -3.256762], [-2.191221, -0.239944, 0.147227], [-1.798290, -0.152013, -1.147391], [-2.448656, 0.649923, -2.009256], [5.500597, -0.585466, 5.114937], [-1.450078, 0.352872, -4.689204], [-3.189747, 1.643911, -3.527220], [-1.668682, -0.881627, 0.833466], [-3.045121, 0.308588, 0.505815], [-0.939298, -0.725542, -1.506314], [5.958330, -1.220945, 4.483107], [5.220930, -1.013408, 5.981829], [4.780849, -0.029450, 4.684986], [-2.287356, 0.995695, -5.615221]], "forces_ev_per_a": [[-0.79, 0.43, 0.72], [0.12, -0.11, -0.99], [-0.13, -0.43, 2.27], [0.87, -0.52, -2.36], [0.45, 0.40, 0.16], [0.08, -0.35, 0.72], [-0.04, 0.38, -0.21], [0.13, -0.09, 0.07], [-0.09, 0.16, 0.08], [0.01, 0.39, -0.28], [-0.23, -0.07, 0.01], [-0.14, -0.09, -0.17], [-0.08, -0.24, 0.00], [-0.16, 0.14, -0.03]]}